71
Properties=species:S:1:pos:R:3:forces:R:3 method="wB97M-V/def2-TZVPD" spin_multiplicity=3 homo_lumo_gap_ev="7.286 / 6.233" total_charge=+2 lumo_energy_ev="-6.584 / -8.266" mol_weight_g_mol=821.41
W 0.403321 0.226518 -0.625767 -0.6 -1.7 0.0
N -1.465233 4.237716 -0.383511 -0.1 0.0 0.0
C -0.887810 3.145828 -0.834614 -0.1 0.0 -0.3
N -0.343558 2.239627 -0.053830 0.1 -0.3 0.6
C -0.421505 2.410846 1.326292 -0.1 -0.1 -0.4
N 0.152339 1.502758 2.061103 0.2 0.0 0.7
N 0.421271 0.379316 1.423294 0.2 0.7 -0.2
C 1.726814 -0.028608 1.189004 -0.4 -0.3 0.7
C 1.763843 -1.505995 1.086888 -0.2 -0.2 0.0
C 2.703172 -2.380971 1.583750 0.0 0.2 0.0
C 2.459765 -3.742901 1.430282 -0.1 0.0 -0.1
C 1.297783 -4.162528 0.799206 0.1 0.0 0.1
C 0.426781 -3.214391 0.283766 -0.3 -0.1 -0.2
N 0.669194 -1.913161 0.407175 0.5 0.8 -0.1
C -1.075094 3.564805 1.875659 0.0 0.1 -0.2
C -1.236031 3.760094 3.250521 0.0 0.0 0.1
C -1.902027 4.875639 3.705248 0.0 0.0 0.0
C -2.408874 5.811109 2.798644 0.0 0.0 -0.1
C -2.272558 5.627231 1.436922 0.0 0.1 -0.1
C -1.611551 4.497271 0.976254 0.1 -0.1 0.4
H -1.899030 4.871211 -1.041176 0.1 0.0 -0.1
H -0.849107 2.999973 -1.904249 0.0 0.0 0.0
H 2.515182 0.511053 1.700331 0.1 0.2 -0.3
H 3.589021 -2.015660 2.085822 0.0 0.0 0.0
H 3.165659 -4.464257 1.819698 0.0 0.0 0.0
H 1.063112 -5.212657 0.702146 0.0 0.0 0.0
H -0.483556 -3.514564 -0.222079 0.1 0.0 -0.1
H -0.842838 3.021776 3.935958 0.0 0.0 0.0
H -2.035807 5.032937 4.766174 0.0 0.0 0.0
H -2.919040 6.691732 3.164385 0.0 0.0 0.0
H -2.676282 6.347761 0.736209 0.0 0.0 0.0
C 2.281271 2.094557 -3.719434 0.0 -0.1 0.2
C 1.081633 1.216357 -3.511060 0.2 0.0 -0.9
O 0.499774 0.621141 -4.360632 0.1 0.0 0.3
O 0.625947 1.185977 -2.210809 -0.4 0.4 0.1
H 2.063032 2.817461 -4.504111 -0.1 0.0 0.0
H 3.105955 1.479131 -4.078858 0.0 0.0 0.0
H 2.570437 2.607400 -2.805942 0.1 0.0 0.0
N 3.441430 -2.356899 -2.691655 0.1 -0.1 0.0
C 3.206584 -1.315071 -1.892450 0.0 0.5 0.3
N 1.921878 -1.030550 -1.802197 -1.1 -0.3 0.0
C 1.262686 -1.992819 -2.601813 0.3 -0.1 -0.2
C -0.092131 -2.189676 -2.875943 0.2 0.0 -0.1
C -0.422192 -3.235162 -3.710866 0.0 0.0 0.0
C 0.557812 -4.066579 -4.271352 0.0 -0.1 0.0
C 1.896994 -3.880733 -4.013962 0.2 0.0 0.0
C 2.230199 -2.831710 -3.163396 -0.5 0.2 0.1
H 4.349684 -2.730654 -2.917272 0.1 0.1 0.0
H 3.990031 -0.762667 -1.397808 0.0 0.0 0.0
H -0.863779 -1.541014 -2.487098 -0.1 0.0 0.1
H -1.459559 -3.413494 -3.958856 0.0 0.0 0.0
H 0.251713 -4.867017 -4.930563 0.0 0.0 0.0
H 2.654239 -4.513920 -4.456876 0.0 0.0 0.0
O -3.046725 1.454195 -0.465634 0.2 -0.3 0.1
C -2.782155 0.277984 -0.355144 -0.4 0.5 -0.1
O -1.562209 -0.244017 -0.499841 1.5 0.2 -0.3
C -3.804746 -0.772527 -0.088476 0.1 -0.4 0.1
C -3.376274 -2.062467 0.198145 0.0 -0.1 0.0
C -4.302334 -3.052305 0.454181 0.0 0.4 0.0
C -5.660372 -2.795010 0.432158 -0.1 -0.2 0.1
C -6.061817 -1.504715 0.133849 0.3 0.0 0.0
C -5.162637 -0.485377 -0.118398 -0.1 0.2 0.0
N -7.511622 -1.205075 0.085784 -0.1 0.1 0.0
O -8.268069 -2.125796 0.296687 0.1 0.1 0.0
O -7.822011 -0.057892 -0.159356 0.0 -0.2 0.0
N -3.806726 -4.405320 0.761806 0.0 -0.2 -0.1
O -2.628280 -4.628518 0.521253 -0.1 0.1 0.1
O -4.594894 -5.200470 1.209533 0.1 0.1 0.0
H -2.325694 -2.291155 0.235436 0.0 0.0 0.0
H -6.385139 -3.569908 0.639252 0.0 0.0 0.0
H -5.521892 0.510709 -0.335389 0.0 0.0 0.0